Record 1
ORCA calculation (ωB97M-V/def2-TZVPD) on the molecule C4H6O2 in a non-equilibrium geometry.

```
12
Properties=species:S:1:pos:R:3:forces:R:3
O -0.879 0.494 2.683 0.3 -0.1 -0.3
O 1.648 -0.818 -0.741 0.1 -0.4 -0.3
C 0.131 0.663 0.551 -0.5 -0.1 -0.2
C -0.758 -0.159 -0.727 0.0 0.5 0.1
C 0.664 0.154 -0.726 0.0 0.3 -0.3
C -0.507 -0.033 1.657 0.0 -0.4 0.2
H 0.430 1.696 0.792 -1.2 -0.1 -0.6
H 0.837 1.032 -1.348 0.6 -0.1 0.0
H -0.792 -1.052 1.371 0.1 -0.5 0.8
H -1.524 0.353 -1.292 0.3 0.3 -0.2
H 1.732 -1.103 -1.658 0.2 -0.2 0.0
H -0.984 -1.226 -0.561 0.0 0.9 0.6
```
Forces are in eV/Å.

The value obtained for the LUMO energy is 0.57 eV. The HOMO energy comes out at -9.578 eV. The value obtained for the energy relative to the best compared isomer or geometry (same formula, charge and spin) is 3.119 eV. As for the spin multiplicity: 1.

***

Record 2
ORCA calculation (ωB97M-V/def2-TZVPD) on a 3-piece molecular cluster, C4H6O2 overall in a non-equilibrium geometry.

```
12
Properties=species:S:1:pos:R:3:forces:R:3
O -0.688 -0.820 2.328 -0.4 1.3 0.4
O 0.511 -1.559 -0.294 0.0 0.1 0.1
C -1.039 0.234 2.576 0.4 -1.3 -0.3
C 0.787 -0.302 -0.647 0.1 0.3 -0.3
C 1.197 0.524 -1.549 0.0 -0.3 0.0
C 0.795 1.115 -0.201 -0.1 0.2 0.3
H 1.566 0.765 -2.531 -0.1 0.0 0.1
H -0.145 1.674 -0.111 0.1 -0.1 0.0
H 1.569 1.474 0.489 -0.1 -0.1 -0.1
H -2.688 -0.667 -0.164 0.0 0.0 0.0
H -2.071 -0.880 -0.520 -0.1 0.0 0.0
H 0.206 -1.558 0.624 0.1 0.0 -0.2
```
Forces are in eV/Å.

The value obtained for the LUMO energy is 0.89 eV. The HOMO energy comes out at -8.787 eV. The value obtained for the energy relative to the best compared isomer or geometry (same formula, charge and spin) is 4.290 eV. As for the spin multiplicity: 1.

***

Record 3
ORCA calculation (ωB97M-V/def2-TZVPD) on the molecule C4H6O2 in a non-equilibrium geometry.

```
12
Properties=species:S:1:pos:R:3:forces:R:3
O -0.266 2.169 1.427 0.0 -0.3 0.1
O 0.324 -1.200 -2.291 -0.2 0.2 -0.2
C -0.138 -0.610 -1.138 -0.3 -1.9 0.0
C 0.173 -0.194 1.133 -1.0 1.3 -0.2
C 0.229 1.111 0.702 0.5 -0.1 2.0
C 0.207 -1.134 0.083 0.9 0.3 -1.5
H 0.722 -2.086 0.182 0.0 0.0 -0.2
H 0.963 1.473 -0.006 -0.5 -0.3 -0.5
H -0.127 -0.480 2.137 -0.1 0.2 0.1
H -0.199 -0.878 -3.041 0.2 -0.2 0.3
H -0.868 1.830 2.108 0.2 0.1 -0.3
H -1.020 0.000 -1.296 0.4 0.5 0.4
```
Forces are in eV/Å.

The value obtained for the LUMO energy is 0.80 eV. The HOMO energy comes out at -7.780 eV. The value obtained for the energy relative to the best compared isomer or geometry (same formula, charge and spin) is 2.577 eV. As for the spin multiplicity: 1.

***

Record 4
ORCA calculation (ωB97M-V/def2-TZVPD) on C4H6O2 as an isolated structure.

```
12
Properties=species:S:1:pos:R:3:forces:R:3
O 1.785 -1.607 -0.130 -0.1 0.0 -0.2
O -1.619 0.759 0.183 -0.2 0.1 0.1
C -0.325 1.374 0.075 0.3 0.3 0.0
C 0.343 0.043 -0.231 0.1 0.2 0.3
C 1.336 -0.608 0.528 -0.2 0.2 -0.1
C -1.108 -0.505 -0.245 -0.1 -0.4 -0.2
H -0.020 1.873 1.006 0.0 -0.1 -0.1
H -1.491 -0.770 -1.238 0.0 0.1 0.1
H 1.087 -1.022 -1.003 0.2 -0.2 0.1
H 1.762 -0.380 1.510 -0.1 0.0 -0.1
H -0.302 2.108 -0.742 0.0 -0.1 0.1
H -1.332 -1.320 0.455 0.1 0.1 -0.1
```
Forces are in eV/Å.

The value obtained for the LUMO energy is 0.18 eV. The HOMO energy comes out at -8.740 eV. The value obtained for the energy relative to the best compared isomer or geometry (same formula, charge and spin) is 5.037 eV. As for the spin multiplicity: 1.

***

Record 5
ORCA calculation (ωB97M-V/def2-TZVPD) on the molecule C4H6O2 in a non-equilibrium geometry.

```
12
Properties=species:S:1:pos:R:3:forces:R:3
O 1.358 1.398 -0.049 1.5 -0.5 -0.7
O 1.151 -0.805 0.447 0.1 0.0 -0.1
C -0.927 0.546 0.615 1.2 1.3 0.0
C 1.511 0.224 -0.354 1.8 0.9 1.2
C -0.916 -0.310 -0.599 0.8 0.1 -0.9
C -0.285 -0.809 0.661 -0.2 0.1 -0.2
H 2.148 -0.022 -1.204 -0.1 -0.4 -0.1
H 0.029 -0.051 -1.199 -2.2 -0.3 -0.4
H -1.800 0.887 1.179 0.2 -0.6 -0.3
H 0.004 1.308 0.482 -3.0 -1.0 1.0
H -1.716 -0.686 -1.231 -0.1 -0.1 0.6
H -0.556 -1.680 1.253 -0.1 0.4 -0.2
```
Forces are in eV/Å.

The value obtained for the LUMO energy is 0.95 eV. The HOMO energy comes out at -9.833 eV. The value obtained for the energy relative to the best compared isomer or geometry (same formula, charge and spin) is 3.589 eV. As for the spin multiplicity: 1.

***

Record 6
ORCA calculation (ωB97M-V/def2-TZVPD) on a 2-piece molecular cluster, C4H6O2 overall.

```
12
Properties=species:S:1:pos:R:3:forces:R:3
O -2.113 0.179 -2.078 -0.3 -0.1 0.0
O -0.259 -2.105 -0.418 -0.3 0.9 -0.3
C 0.970 0.272 1.652 0.1 0.0 -0.1
C 1.779 0.328 0.598 -0.1 0.0 0.2
C -0.685 -1.051 -0.692 0.2 -0.7 0.2
C -1.216 0.116 -1.020 0.3 -0.1 0.2
H 0.714 -0.674 2.124 0.0 0.1 -0.1
H -3.004 0.081 -1.721 0.1 0.1 -0.1
H -0.875 1.020 -0.529 0.0 -0.2 -0.1
H 2.212 -0.571 0.166 -0.1 0.1 0.1
H 0.536 1.168 2.088 0.1 -0.1 -0.1
H 2.040 1.270 0.122 0.0 -0.1 0.1
```
Forces are in eV/Å.

The value obtained for the LUMO energy is 0.47 eV. The HOMO energy comes out at -8.883 eV. The value obtained for the energy relative to the best compared isomer or geometry (same formula, charge and spin) is 2.962 eV. As for the spin multiplicity: 1.

***

Record 7
ORCA calculation (ωB97M-V/def2-TZVPD) on a 2-piece molecular cluster, C4H6O2 overall in a non-equilibrium geometry.

```
12
Properties=species:S:1:pos:R:3:forces:R:3
O 2.480 -1.701 0.472 0.0 0.4 -0.5
O 1.197 0.717 0.139 -0.1 0.5 -0.8
C -0.052 0.225 0.563 0.0 0.0 -0.1
C 2.468 -0.942 -0.370 1.4 -2.5 0.3
C -0.975 -0.454 -0.402 0.0 -0.1 -0.2
C -1.260 0.951 0.067 -0.1 0.2 0.0
H -0.629 -0.578 -1.424 -0.1 0.0 0.1
H -1.048 1.754 -0.631 -0.1 -0.1 0.1
H -1.612 -1.259 -0.043 0.2 0.1 0.0
H 1.603 0.290 -0.706 -1.7 1.3 1.5
H -0.076 -0.132 1.597 0.3 0.2 -0.4
H -2.096 1.128 0.737 0.2 -0.1 -0.1
```
Forces are in eV/Å.

The value obtained for the LUMO energy is 1.10 eV. The HOMO energy comes out at -9.685 eV. The value obtained for the energy relative to the best compared isomer or geometry (same formula, charge and spin) is 2.691 eV. As for the spin multiplicity: 1.

***

Record 8
ORCA calculation (ωB97M-V/def2-TZVPD) on the molecule C4H6O2S in a non-equilibrium geometry.

```
13
Properties=species:S:1:pos:R:3:forces:R:3
S -1.358 0.018 0.224 2.1 2.9 0.7
O -1.585 0.248 1.641 -0.3 -0.7 -1.0
O -1.599 1.095 -0.718 -1.0 -1.2 0.1
C -2.524 -1.467 -0.175 1.2 1.0 3.9
C 1.721 0.500 0.116 -2.7 0.3 -0.2
C 0.542 0.227 0.126 -1.6 -1.9 0.2
C 3.053 0.951 -0.104 -1.4 1.7 -2.6
H -3.302 -0.973 -0.689 -0.8 0.7 -0.6
H -2.119 -2.262 -0.733 0.7 -0.9 -0.5
H 3.607 0.396 0.547 2.7 -1.5 0.9
H -2.816 -1.716 0.940 0.5 0.2 -2.5
H 3.216 2.000 0.038 -0.3 0.7 1.0
H 3.165 0.985 -1.213 0.8 -1.2 0.7
```
Forces are in eV/Å.

The value obtained for the LUMO energy is -0.04 eV. The HOMO energy comes out at -10.005 eV. The value obtained for the energy relative to the best compared isomer or geometry (same formula, charge and spin) is 4.668 eV. As for the spin multiplicity: 1.